DFT (wB97M-V/def2-TZVPD) results for a 9-piece molecular cluster, C78H167N9O10 overall in a non-equilibrium geometry.

Structure (XYZ):
```
264
Properties=species:S:1:pos:R:3:lowdin_charge:R:1
C -0.93315 0.54566 -5.63474 -0.030
C -0.61067 2.05521 -5.66816 -0.512
C 0.23744 2.40263 -4.42312 -0.135
C 1.62431 1.81637 -4.53436 -0.192
C 2.30602 2.44752 -5.73477 -0.132
C 1.57399 2.18000 -7.04526 -0.507
N 0.13592 2.44836 -6.85228 -0.102
O -0.61440 2.26020 -8.04789 -0.009
C 2.08724 3.24881 -8.02895 -0.038
C 1.80981 0.80041 -7.63535 -0.027
C -1.92662 2.81338 -5.56401 -0.028
H -1.29147 0.32298 -6.64907 0.090
H -1.64889 0.18834 -4.89612 0.056
H -0.07539 -0.12979 -5.57723 0.060
H 0.30225 3.49800 -4.41647 0.122
H -0.36038 2.08052 -3.56752 0.107
H 1.62489 0.72395 -4.62052 0.084
H 2.14503 1.94494 -3.57734 0.108
H 3.33033 2.06072 -5.77839 0.124
H 2.45092 3.51322 -5.54130 0.123
H 1.68654 4.22984 -7.77668 0.086
H 3.17797 3.27619 -7.96922 0.084
H 1.81630 3.04132 -9.06502 0.078
H 1.39023 0.62557 -8.62467 0.085
H 2.88770 0.62797 -7.75880 0.086
H 1.47784 -0.01463 -6.98949 0.065
H -2.59225 2.59884 -6.40503 0.083
H -1.67985 3.87793 -5.66657 0.092
H -2.48192 2.61799 -4.65065 0.064
H -1.05964 3.11138 -8.10540 0.100
C -4.98972 1.32360 -3.67295 -0.028
C -5.37710 0.06154 -2.88456 -0.498
C -6.78161 -0.37715 -3.32353 -0.128
C -6.79674 -1.30455 -4.52473 -0.171
C -5.89463 -2.51066 -4.33451 -0.140
C -4.46642 -2.06027 -4.06565 -0.513
N -4.43314 -1.03687 -3.05521 -0.094
O -3.11275 -0.65929 -2.77760 -0.023
C -3.63855 -3.24434 -3.56842 -0.025
C -3.83533 -1.56965 -5.40405 -0.019
C -5.37158 0.39787 -1.39625 -0.036
H -4.84477 1.07791 -4.72703 0.071
H -3.99665 1.65324 -3.34847 0.056
H -5.64473 2.18954 -3.58580 0.089
H -7.29761 -0.78200 -2.44531 0.118
H -7.36726 0.51343 -3.56895 0.119
H -6.44210 -0.74296 -5.39693 0.114
H -7.82182 -1.58656 -4.77298 0.114
H -5.94429 -3.11895 -5.24143 0.120
H -6.26980 -3.20315 -3.57230 0.121
H -4.24043 -3.68560 -2.76828 0.078
H -3.55498 -3.93659 -4.40774 0.096
H -2.66166 -3.00506 -3.15761 0.062
H -2.77867 -1.86111 -5.41693 0.074
H -4.18834 -2.01067 -6.33685 0.088
H -3.83682 -0.48443 -5.41240 0.055
H -5.70253 -0.49488 -0.85924 0.090
H -6.01165 1.26309 -1.19934 0.085
H -4.40961 0.69648 -0.97172 0.062
H -2.94832 -0.90689 -1.85903 0.060
C 4.36260 -4.39889 -1.40264 -0.018
C 4.46215 -4.65327 -2.93189 -0.514
C 3.08280 -5.11561 -3.40774 -0.133
C 2.07160 -3.98726 -3.57331 -0.172
C 2.66364 -2.92238 -4.47869 -0.138
C 4.02255 -2.37115 -4.06559 -0.520
N 4.88814 -3.42781 -3.59105 -0.117
O 6.17163 -2.97421 -3.24029 0.000
C 4.68959 -1.72782 -5.29294 -0.022
C 3.80404 -1.27192 -3.01061 -0.020
C 5.46204 -5.77277 -3.18902 -0.035
H 3.74356 -3.51739 -1.28125 0.062
H 5.37955 -4.18258 -1.06309 0.072
H 4.05461 -5.29298 -0.86219 0.086
H 3.08271 -5.69952 -4.33353 0.120
H 2.71435 -5.80543 -2.64430 0.119
H 1.73481 -3.62926 -2.59670 0.092
H 1.15340 -4.28289 -4.09065 0.115
H 2.02218 -2.04278 -4.57809 0.104
H 2.77358 -3.33515 -5.48896 0.125
H 5.51772 -1.09746 -4.97905 0.079
H 4.94924 -2.52532 -5.98621 0.090
H 3.95821 -1.06451 -5.76805 0.073
H 3.56648 -1.66184 -2.02219 0.060
H 4.74044 -0.71726 -2.87715 0.084
H 3.08417 -0.52680 -3.34722 0.056
H 5.45506 -6.10741 -4.23020 0.085
H 5.13181 -6.64963 -2.62426 0.089
H 6.48138 -5.51628 -2.90463 0.079
H 6.73854 -3.41041 -3.88385 0.103
C -0.95972 7.59127 0.27019 -0.031
C -2.08608 6.86500 1.00419 -0.529
C -3.43684 7.46585 0.61343 -0.123
C -3.74160 7.14881 -0.87627 -0.169
C -3.71911 5.66120 -1.11755 -0.144
C -2.44864 4.96868 -0.64056 -0.490
N -2.21229 5.43587 0.72672 -0.085
O -1.18980 4.66979 1.33829 -0.037
C -2.69795 3.47000 -0.58503 -0.028
C -1.33742 5.16752 -1.69721 -0.013
C -1.82892 7.01585 2.49716 -0.033
H -0.99804 8.66596 0.49280 0.092
H -1.04132 7.63667 -0.81422 0.053
H 0.04706 7.24430 0.50464 0.091
H -4.17271 6.92417 1.21539 0.120
H -3.55109 8.54421 0.70947 0.121
H -3.05021 7.73343 -1.48237 0.103
H -4.74628 7.54943 -1.03483 0.112
H -4.02003 5.39776 -2.14022 0.127
H -4.56947 5.16452 -0.62235 0.114
H -1.80367 2.85484 -0.50890 0.065
H -3.26292 3.16029 0.29929 0.048
H -3.28260 3.20042 -1.46741 0.092
H -1.43071 4.33252 -2.39630 0.067
H -1.26442 6.16132 -2.12016 0.067
H -0.34321 4.90630 -1.30363 0.085
H -0.86315 6.63795 2.81623 0.077
H -2.59354 6.46471 3.05475 0.083
H -1.97761 8.06727 2.75097 0.089
H -1.68358 4.02421 1.85383 0.068
C -8.08658 1.01246 3.52744 -0.035
C -6.62950 1.06824 3.02059 -0.503
C -6.63740 1.95591 1.78862 -0.122
C -5.29174 2.60942 1.40940 -0.188
C -4.59094 3.24258 2.60430 -0.122
C -4.55026 2.34009 3.82391 -0.496
N -5.86531 1.76797 4.05137 -0.113
O -6.09460 1.30448 5.36598 -0.012
C -3.45432 1.25214 3.58050 -0.018
C -4.13389 3.11234 5.05811 -0.045
C -6.13045 -0.35341 2.72391 -0.011
H -8.39491 2.03917 3.72724 0.085
H -8.14945 0.38278 4.41003 0.081
H -8.72491 0.63525 2.72719 0.088
H -6.89573 1.45550 0.85139 0.106
H -7.33479 2.79203 1.89847 0.121
H -5.40558 3.22782 0.51897 0.102
H -4.61885 1.81582 1.04623 0.078
H -5.15199 4.15474 2.84553 0.131
H -3.57668 3.52588 2.30933 0.093
H -3.53774 0.50269 4.37233 0.098
H -3.73567 0.75087 2.65534 0.041
H -2.45519 1.68093 3.56769 0.048
H -4.80580 3.93178 5.35396 0.091
H -4.01469 2.50708 5.95308 0.083
H -3.22246 3.69501 4.87574 0.080
H -6.96091 -1.01612 2.47553 0.084
H -5.55415 -0.78445 3.54271 0.085
H -5.44683 -0.37612 1.86692 0.056
H -6.64239 2.01135 5.72182 0.107
C 7.77217 1.16033 1.94749 -0.020
C 6.62318 0.51582 2.75441 -0.510
C 5.30544 0.75865 2.02832 -0.130
C 5.29611 0.01210 0.70612 -0.171
C 5.39511 -1.48861 0.98045 -0.131
C 6.63516 -1.92019 1.72868 -0.496
N 6.87846 -0.94850 2.79487 -0.115
O 8.04754 -1.24648 3.51917 -0.015
C 6.37899 -3.31108 2.37222 -0.018
C 7.84867 -2.13702 0.80964 -0.027
C 6.53079 0.99068 4.17813 -0.038
H 8.72074 0.98543 2.45409 0.084
H 7.59211 2.24321 1.94633 0.086
H 7.83414 0.83146 0.91870 0.057
H 4.45407 0.47451 2.64732 0.121
H 5.25306 1.81319 1.73705 0.118
H 6.06310 0.35115 0.00659 0.109
H 4.41056 0.21364 0.09042 0.090
H 5.36147 -1.83569 -0.06946 0.105
H 4.49779 -2.00608 1.33111 0.106
H 6.14922 -3.19325 3.43143 0.066
H 5.55134 -3.82191 1.87700 0.069
H 7.22560 -3.99139 2.27827 0.078
H 8.01068 -1.19015 0.26736 0.071
H 8.74280 -2.40288 1.36021 0.080
H 7.62937 -2.74615 -0.07110 0.081
H 5.82601 0.30786 4.67323 0.083
H 6.21244 2.03122 4.25720 0.089
H 7.36810 0.88107 4.87303 0.079
H 7.73261 -1.69688 4.30981 0.100
C 2.45234 -4.12238 2.91934 -0.017
C 2.29671 -3.61281 4.36813 -0.497
C 0.85321 -3.17607 4.68455 -0.150
C -0.08086 -4.31630 5.00093 -0.177
C 0.54227 -5.27238 6.00864 -0.135
C 1.96650 -5.70786 5.71522 -0.504
N 2.77439 -4.49895 5.40532 -0.085
O 4.11505 -4.92007 5.20622 -0.015
C 2.55390 -6.30476 6.99707 -0.050
C 2.04356 -6.82374 4.66574 -0.023
C 3.04525 -2.26466 4.46398 -0.035
H 3.29301 -4.80946 2.85144 0.077
H 2.51554 -3.29689 2.20943 0.067
H 1.54873 -4.66124 2.61331 0.063
H 1.03480 -2.57555 5.58905 0.111
H 0.51053 -2.39991 4.00446 0.094
H -0.30168 -4.75778 4.01117 0.105
H -1.12158 -4.06178 5.22939 0.113
H -0.16963 -6.10739 5.94984 0.120
H 0.43958 -4.95646 7.04900 0.121
H 3.51528 -6.76927 6.77985 0.073
H 2.73537 -5.56906 7.78474 0.087
H 1.91271 -7.07987 7.42286 0.089
H 3.00423 -7.33594 4.70913 0.081
H 1.29188 -7.59707 4.84427 0.088
H 1.88189 -6.48259 3.64606 0.063
H 2.56688 -1.48984 3.86833 0.078
H 4.06568 -2.40148 4.09161 0.063
H 3.12586 -1.93454 5.50106 0.081
H 4.58941 -4.46168 5.90642 0.108
C -1.16363 -2.79979 1.65632 -0.033
C -1.85839 -2.30802 0.39756 -0.464
C -2.62454 -1.00716 0.85531 -0.131
C -1.72323 0.19824 0.93244 -0.179
C -1.04593 0.38030 -0.40115 -0.157
C -0.15401 -0.78914 -0.78512 -0.467
N -1.01637 -1.96806 -0.74339 -0.085
O -0.38318 -3.13739 -1.23119 -0.011
C 0.36278 -0.50387 -2.19881 -0.006
C 1.06824 -0.84255 0.15015 0.005
C -3.01196 -3.21306 -0.03284 -0.023
H -1.90982 -3.26673 2.30380 0.088
H -0.59929 -2.10172 2.27302 0.063
H -0.43619 -3.58408 1.40956 0.085
H -3.60719 -0.85038 0.40645 0.085
H -2.95482 -1.20608 1.88755 0.113
H -0.97880 0.18413 1.74206 0.103
H -2.23146 1.11290 1.26684 0.088
H -0.41631 1.28132 -0.40111 0.105
H -1.79060 0.64474 -1.15710 0.105
H 1.19166 0.19172 -2.16479 0.067
H 0.54381 -1.48420 -2.64702 0.079
H -0.42724 -0.11584 -2.84982 0.067
H 2.01350 -0.73954 -0.38223 0.058
H 1.05850 -0.18246 1.01983 0.077
H 1.12455 -1.84421 0.59382 0.072
H -2.83654 -3.92222 -0.85193 0.071
H -3.83236 -2.72463 -0.58240 0.068
H -3.51723 -3.69100 0.80477 0.091
H -0.90767 -3.40109 -1.99481 0.082
C 1.63819 0.42692 6.63591 -0.106
O 1.00156 0.08038 5.42369 -0.253
C -0.37433 0.48506 5.27623 -0.173
C -0.47549 1.99170 5.16406 -0.197
N -0.27750 2.51369 3.76768 -0.045
C 1.08876 2.26745 3.28538 -0.192
C 1.22386 2.77498 1.87222 -0.227
O 2.54126 2.58648 1.39713 -0.174
C 2.60794 2.56849 0.00441 -0.120
H 1.62037 -0.37128 7.38745 0.088
H 1.28349 1.34422 7.10838 0.078
H 2.67270 0.54782 6.30669 0.090
H -0.82767 0.19490 6.23078 0.129
H -0.76284 0.00084 4.38514 0.116
H 0.14935 2.56638 5.85542 0.113
H -1.49817 2.30830 5.40185 0.088
H -0.30774 3.49942 4.02675 0.107
H 1.36258 1.21992 3.41041 0.110
H 1.84218 2.79441 3.89986 0.133
H 0.91742 3.82119 1.74725 0.116
H 0.49443 2.19343 1.28244 0.100
H 1.94973 3.29535 -0.47384 0.090
H 2.46840 1.54287 -0.37656 0.063
H 3.64414 2.67544 -0.33761 0.089
```

## Properties
HOMO energy = -7.69 eV
Energy relative to the best compared isomer or geometry (same formula, charge and spin) = 18.64 kcal/mol
Charge = 0
LUMO = 0.5 eV
SMILES = CC1(C)CCCC(C)(C)N1O.CC1(C)CCCC(C)(C)N1O.CC1(C)CCCC(C)(C)N1O.CC1(C)CCCC(C)(C)N1O.CC1(C)CCCC(C)(C)N1O.CC1(C)CCCC(C)(C)N1O.CC1(C)CCCC(C)(C)N1O.CC1(C)CCCC(C)(C)N1O.COCCNCCOC
Orbital gap = 8.2 eV